(1)
Density functional theory data (ωB97M-V/def2-TZVPD) for a cluster of 2 separate species, C5H8N4O3 in total at a distorted geometry.

Atoms and positions in Å:
C1 1.01 1.93 -0.11
N1 0.02 0.87 -0.06
C2 0.19 -0.14 0.70
N2 1.27 -0.55 1.47
C3 1.22 -1.63 2.19
N3 0.09 -2.51 2.29
C4 -0.84 -2.17 1.41
N4 -0.86 -1.09 0.65
H1 1.78 1.43 0.47
H2 1.27 2.15 -1.15
H3 0.68 2.77 0.46
H4 2.05 -2.13 2.70
H5 -1.60 -2.98 1.43
H6 -1.44 -1.06 -0.20
O1 -1.81 -0.31 -1.78
C5 -1.19 0.68 -1.94
O2 -1.54 1.92 -1.72
O3 0.07 0.61 -2.53
H7 -0.75 2.55 -1.57
H8 0.40 -0.34 -2.70

SMILES: C/N=c1\ncnc[nH]1.O=C(O)O
HOMO: -8.95 eV
energy relative to the best compared isomer or geometry (same formula, charge and spin): 0.0687 eV
largest force on an atom: 0.083 Eh/bohr
Kohn-Sham gap: 9.4 eV
total energy: -17416.5803 eV
multiplicity: 1
molecular weight: 172.144 g/mol

***

(2)
Density functional theory data (ωB97M-V/def2-TZVPD) for a cluster of 2 separate species, C5H8N6O in total at a distorted geometry.

Atoms and positions in Å:
O1 0.98 -4.62 0.71
C1 0.55 -3.85 -0.03
N1 -0.02 -3.00 -0.60
C2 -0.50 -2.53 -1.78
N2 -1.00 -3.03 -2.87
N3 -1.48 -2.02 -3.54
N4 -1.25 -0.88 -3.01
N5 -0.68 -1.13 -1.85
H1 -0.53 -0.53 -1.11
C3 0.96 -0.57 1.85
C4 -0.10 0.06 1.01
C5 -0.25 1.27 0.61
N6 -1.37 1.89 0.05
H2 1.14 -1.55 1.51
H3 0.50 -0.59 2.86
H4 1.91 -0.05 1.99
H5 -0.97 -0.58 1.01
H6 0.60 1.90 0.61
H7 -2.27 1.84 0.27
H8 -1.27 2.79 -0.37

SMILES: O=C=Nc1nnn[nH]1.C/C=C/N
HOMO: -8.91 eV
energy relative to the best compared isomer or geometry (same formula, charge and spin): 2.6288 eV
largest force on an atom: 0.096 Eh/bohr
Kohn-Sham gap: 9.4 eV
total energy: -16299.8563 eV
multiplicity: 1
molecular weight: 168.160 g/mol

***

(3)
Density functional theory data (ωB97M-V/def2-TZVPD) for the ion C5H8N7O with charge +1 at a distorted geometry.

Atoms and positions in Å:
N1 -0.62 -2.64 1.22
C1 0.42 -1.83 1.37
N2 1.31 -2.02 2.31
C2 2.20 -0.89 2.22
N3 1.91 -0.10 1.31
N4 0.79 -0.50 0.65
C3 0.10 0.21 -0.25
N5 -0.66 -0.30 -1.15
C4 -1.17 0.63 -2.09
C5 -0.81 2.09 -1.49
N6 0.02 1.61 -0.27
N7 0.61 2.26 0.66
O1 0.58 3.47 0.56
H1 -1.44 -2.50 0.61
H2 -0.74 -3.61 1.62
H3 3.07 -0.88 2.80
H4 -0.70 -1.30 -1.43
H5 -2.28 0.48 -2.17
H6 -0.73 0.50 -3.10
H7 -0.12 2.63 -2.14
H8 -1.73 2.67 -1.24

SMILES: Nc1ncnn1C1=[NH+]CCN1N=O
HOMO: -13.14 eV
net charge: +1
largest force on an atom: 0.093 Eh/bohr
Kohn-Sham gap: 8.5 eV
total energy: -17782.1081 eV
multiplicity: 1
molecular weight: 182.167 g/mol

***

(4)
Density functional theory data (ωB97M-V/def2-TZVPD) for the ion C5H8NO with charge -1 at a distorted geometry.

Atoms and positions in Å:
C1 1.12 -1.53 -0.63
C2 -0.07 -0.86 0.05
C3 0.28 0.38 0.97
C4 -0.76 1.48 0.58
O1 -1.81 1.56 1.34
C5 -1.08 0.85 -0.91
N1 -0.80 -0.32 -1.14
H1 1.49 -0.69 -1.31
H2 0.82 -2.42 -1.21
H3 2.04 -1.80 -0.05
H4 -0.76 -1.49 0.60
H5 1.30 0.70 0.80
H6 0.13 0.28 2.11
H7 -0.19 2.47 0.44
H8 -1.70 1.38 -1.65

SMILES: C[C@H]1C[C@H]([O-])C=N1
HOMO: -2.62 eV
energy relative to the best compared isomer or geometry (same formula, charge and spin): 0.0000 eV
net charge: -1
largest force on an atom: 0.091 Eh/bohr
Kohn-Sham gap: 6.8 eV
total energy: -8851.2358 eV
multiplicity: 1
molecular weight: 98.125 g/mol

***

(5)
Density functional theory data (ωB97M-V/def2-TZVPD) for a cluster of 2 separate species, C5H8NO in total at a distorted geometry.

Atoms and positions in Å:
C1 -2.96 -1.15 -0.13
C2 -1.67 -0.70 -0.17
C3 -2.71 0.27 -0.08
C4 0.75 1.45 -0.39
C5 -0.28 -0.84 -0.08
N1 0.51 0.28 0.49
O1 -3.02 1.38 0.15
H1 -3.52 -1.97 -0.26
H2 1.36 1.43 -1.25
H3 -0.22 1.95 -0.73
H4 1.39 2.05 0.35
H5 0.24 -1.44 -0.78
H6 0.13 -1.78 1.48
H7 1.53 -0.14 0.73
H8 0.19 0.61 1.32

HOMO (spin up / spin down): -13.39 / -13.39 eV
energy relative to the best compared isomer or geometry (same formula, charge and spin): 6.3648 eV
net charge: +1
largest force on an atom: 0.131 Eh/bohr
Kohn-Sham gap (spin up / spin down): 7.5 / 7.5 eV
total energy: -8838.3959 eV
multiplicity: 1
molecular weight: 98.125 g/mol

***

(6)
Density functional theory data (ωB97M-V/def2-TZVPD) for the ion C5H8NO with charge +1 at a distorted geometry.

Atoms and positions in Å:
C1 -2.54 -0.79 0.05
N1 -1.91 0.25 -0.01
C2 -1.11 1.17 -0.04
C3 0.32 0.71 -0.02
C4 1.17 1.67 -0.38
O1 0.40 -0.67 0.00
C5 1.66 -1.37 0.16
H1 -2.68 -1.60 -0.69
H2 -2.81 -1.17 1.11
H3 -1.56 2.18 0.00
H4 2.30 1.57 -0.52
H5 0.87 2.63 -0.16
H6 1.77 -1.49 1.22
H7 2.57 -0.86 -0.17
H8 1.54 -2.24 -0.54

SMILES: C=[N+]=CC(=C)OC
HOMO: -13.89 eV
energy relative to the best compared isomer or geometry (same formula, charge and spin): 2.7770 eV
net charge: +1
largest force on an atom: 0.079 Eh/bohr
Kohn-Sham gap: 9.1 eV
total energy: -8841.9836 eV
multiplicity: 1
molecular weight: 98.125 g/mol

***

(7)
Density functional theory data (ωB97M-V/def2-TZVPD) for the ion C5H8NO with charge +1 at a distorted geometry.

Atoms and positions in Å:
C1 -0.97 0.82 0.54
C2 1.19 0.50 -0.80
C3 0.99 -1.66 0.26
C4 0.53 0.74 0.53
C5 -1.70 -0.55 0.15
N1 1.11 -0.44 0.16
O1 -2.79 -0.18 -0.46
H1 -1.48 0.83 1.51
H2 -1.23 1.77 -0.02
H3 0.36 0.32 -1.47
H4 2.03 1.01 -1.14
H5 0.71 -2.18 1.19
H6 1.05 -2.38 -0.57
H7 0.93 1.43 1.25
H8 -3.42 -0.89 -0.70

HOMO: -13.19 eV
energy relative to the best compared isomer or geometry (same formula, charge and spin): 4.7526 eV
net charge: +1
largest force on an atom: 0.103 Eh/bohr
Kohn-Sham gap: 8.4 eV
total energy: -8840.0081 eV
multiplicity: 1
molecular weight: 98.125 g/mol

***

(8)
Density functional theory data (ωB97M-V/def2-TZVPD) for the ion C5H8NO with charge +1 at a distorted geometry.

Atoms and positions in Å:
C1 -0.99 -1.71 0.66
C2 -0.01 -0.81 0.45
C3 1.27 -1.13 -0.18
C4 -0.12 0.58 1.06
O1 -1.02 1.49 0.04
C5 -0.51 1.89 -0.95
N1 -0.11 2.46 -1.88
H1 -0.97 -2.76 0.31
H2 -1.98 -1.29 1.02
H3 1.96 -1.07 0.58
H4 1.38 -0.47 -1.08
H5 1.31 -2.16 -0.49
H6 0.72 1.14 1.20
H7 -0.86 0.72 1.90
H8 -0.07 3.12 -2.63

SMILES: C=C(C)COC#[NH+]
HOMO: -14.23 eV
energy relative to the best compared isomer or geometry (same formula, charge and spin): 2.4800 eV
net charge: +1
largest force on an atom: 0.099 Eh/bohr
Kohn-Sham gap: 10.0 eV
total energy: -8842.2807 eV
multiplicity: 1
molecular weight: 98.125 g/mol

***

(9)
Density functional theory data (ωB97M-V/def2-TZVPD) for the ion C5H8NO with charge +1 at a distorted geometry.

Atoms and positions in Å:
C1 -0.58 -0.11 -1.29
C2 0.30 0.31 -2.42
C3 -0.41 -0.10 0.13
C4 1.05 -0.16 0.53
C5 -1.49 0.14 0.99
N1 -1.65 0.06 -2.03
O1 -0.94 0.39 -3.16
H1 0.59 1.40 -2.34
H2 1.10 -0.46 -2.82
H3 1.35 0.82 0.37
H4 1.52 -0.82 -0.12
H5 1.10 -0.67 1.50
H6 -1.84 -0.72 1.62
H7 -2.40 0.57 0.45
H8 -1.20 0.76 1.88

HOMO (spin up / spin down): -15.77 / -15.77 eV
energy relative to the best compared isomer or geometry (same formula, charge and spin): 4.4738 eV
net charge: +1
largest force on an atom: 0.076 Eh/bohr
Kohn-Sham gap (spin up / spin down): 8.7 / 8.7 eV
total energy: -8840.2869 eV
multiplicity: 1
molecular weight: 98.125 g/mol

***

(10)
Density functional theory data (ωB97M-V/def2-TZVPD) for a cluster of 2 separate species, C5H8NO2 in total at a distorted geometry.

Atoms and positions in Å:
C1 -2.22 1.04 2.65
C2 -0.05 0.41 -2.44
C3 -0.42 0.28 -1.16
C4 1.20 -0.18 0.96
C5 0.07 -0.55 -0.02
N1 1.45 -1.04 -0.25
O1 -3.12 1.63 3.01
O2 -1.36 0.50 2.13
H1 -0.57 1.11 -3.15
H2 0.60 -0.29 -2.88
H3 -1.20 0.82 -0.63
H4 1.74 0.70 0.88
H5 1.25 -0.67 1.84
H6 -0.86 -1.09 0.40
H7 1.84 -0.66 -1.12
H8 1.66 -2.03 -0.20

HOMO: -14.44 eV
energy relative to the best compared isomer or geometry (same formula, charge and spin): 1.3462 eV
net charge: +1
largest force on an atom: 0.096 Eh/bohr
Kohn-Sham gap: 11.1 eV
total energy: -10891.1617 eV
multiplicity: 1
molecular weight: 114.124 g/mol

***

(11)
Density functional theory data (ωB97M-V/def2-TZVPD) for the ion C5H8NO2 with charge +1 at a distorted geometry.

Atoms and positions in Å:
C1 -1.42 1.37 -0.33
C2 -1.32 0.94 1.04
C3 -0.57 1.19 -1.29
C4 -0.33 0.36 1.60
C5 1.05 -0.38 -0.20
N1 0.48 -1.76 -0.64
O1 0.87 -0.16 1.13
O2 2.30 -0.26 -0.67
H1 -2.24 2.07 -0.57
H2 -2.00 1.35 1.72
H3 -0.36 1.38 -2.26
H4 -0.42 0.10 2.58
H5 0.50 -1.79 -1.70
H6 -0.53 -1.80 -0.34
H7 0.97 -2.65 -0.19
H8 3.00 0.04 0.09

HOMO (spin up / spin down): -12.75 / -12.77 eV
energy relative to the best compared isomer or geometry (same formula, charge and spin): 4.8805 eV
net charge: +1
largest force on an atom: 0.110 Eh/bohr
Kohn-Sham gap (spin up / spin down): 8.5 / 8.6 eV
total energy: -10887.6273 eV
multiplicity: 1
molecular weight: 114.124 g/mol

***

(12)
Density functional theory data (ωB97M-V/def2-TZVPD) for a cluster of 2 separate species, C5H8NO2 in total at a distorted geometry.

Atoms and positions in Å:
C1 -2.20 1.63 0.83
C2 -1.26 0.96 1.00
C3 0.50 -0.32 -0.43
C4 -0.35 -1.21 -2.47
C5 -0.18 0.20 1.49
N1 1.07 0.87 1.89
O1 1.65 -0.02 -0.53
O2 -0.49 -0.81 -1.09
H1 -3.15 2.03 0.64
H2 0.26 -0.37 -2.98
H3 -1.38 -1.36 -2.84
H4 0.20 -2.17 -2.49
H5 -0.26 -0.71 2.03
H6 0.97 1.83 2.10
H7 1.71 0.71 1.12
H8 1.50 0.22 2.59

HOMO: -13.23 eV
energy relative to the best compared isomer or geometry (same formula, charge and spin): 3.7409 eV
net charge: +1
largest force on an atom: 0.094 Eh/bohr
Kohn-Sham gap: 9.8 eV
total energy: -10888.7669 eV
multiplicity: 1
molecular weight: 114.124 g/mol

***

(13)
Density functional theory data (ωB97M-V/def2-TZVPD) for a cluster of 2 separate species, C5H8NO3 in total at a distorted geometry.

Atoms and positions in Å:
N1 -0.37 -0.14 2.11
O1 -1.37 0.61 2.14
O2 -0.51 -1.39 2.12
O3 0.80 0.36 2.07
C1 5.50 1.45 1.09
C2 4.37 0.71 0.41
C3 4.39 -0.65 0.41
C4 3.31 1.46 -0.23
C5 2.26 0.84 -0.82
H1 5.36 2.53 1.01
H2 5.56 1.19 2.16
H3 6.46 1.20 0.63
H4 3.59 -1.20 -0.07
H5 5.21 -1.20 0.88
H6 3.39 2.56 -0.20
H7 1.46 1.40 -1.30
H8 2.20 -0.24 -0.82

HOMO (spin up / spin down): -8.49 / -8.48 eV
energy relative to the best compared isomer or geometry (same formula, charge and spin): 1.8590 eV
largest force on an atom: 0.055 Eh/bohr
Kohn-Sham gap (spin up / spin down): 7.8 / 3.9 eV
expectation value of S²: 0.758
total energy: -12939.6160 eV
multiplicity: 2
molecular weight: 130.123 g/mol

***

(14)
Density functional theory data (ωB97M-V/def2-TZVPD) for the ion C5H8NO4S with charge -1 at a distorted geometry.

Atoms and positions in Å:
C1 2.49 -1.12 0.34
C2 1.63 -0.16 0.74
C3 0.62 0.42 -0.19
N1 -0.54 0.95 0.57
S1 -2.06 0.57 0.13
C4 -2.11 -1.19 -0.14
O1 -2.43 1.19 -1.11
O2 -2.90 0.83 1.28
C5 1.31 1.58 -1.06
O3 0.54 2.09 -1.87
O4 2.51 1.80 -0.83
H1 2.17 -1.86 -0.39
H2 3.52 -1.12 0.68
H3 1.68 0.22 1.76
H4 0.33 -0.36 -0.90
H5 -0.46 0.74 1.56
H6 -1.57 -1.42 -1.06
H7 -1.59 -1.68 0.69
H8 -3.15 -1.49 -0.20

SMILES: C=C[C@@H](NS(C)(=O)=O)C(=O)[O-]
HOMO: -4.42 eV
energy relative to the best compared isomer or geometry (same formula, charge and spin): 1.1595 eV
net charge: -1
largest force on an atom: 0.023 Eh/bohr
Kohn-Sham gap: 7.6 eV
total energy: -25829.9557 eV
multiplicity: 1
molecular weight: 178.189 g/mol

***

(15)
Density functional theory data (ωB97M-V/def2-TZVPD) for the ion C5H8NOS with charge +1 at a distorted geometry.

Atoms and positions in Å:
C1 1.09 1.21 0.62
C2 1.67 0.75 1.75
C3 -0.13 -0.69 0.94
C4 -1.21 -1.66 0.68
C5 -0.31 0.61 -2.18
N1 0.11 0.37 0.19
O1 -0.85 0.76 -0.89
S1 0.96 -0.74 2.25
H1 1.30 2.12 0.08
H2 2.47 1.19 2.32
H3 -1.27 -1.90 -0.38
H4 -1.06 -2.56 1.26
H5 -2.17 -1.21 0.96
H6 -1.12 0.94 -2.83
H7 -0.07 -0.44 -2.42
H8 0.57 1.24 -2.34

HOMO: -14.62 eV
energy relative to the best compared isomer or geometry (same formula, charge and spin): 1.9336 eV
net charge: +1
largest force on an atom: 0.069 Eh/bohr
Kohn-Sham gap: 10.5 eV
total energy: -19678.8471 eV
multiplicity: 1
molecular weight: 130.192 g/mol

***

(16)
Density functional theory data (ωB97M-V/def2-TZVPD) for a structure of composition C5H8O at a distorted geometry.

Atoms and positions in Å:
C1 -1.19 -1.28 -0.99
C2 -0.35 -0.90 0.01
C3 -0.94 0.59 -0.30
C4 0.65 -1.32 1.01
C5 0.05 1.68 -0.72
O1 -1.66 -0.04 -1.37
H1 -1.62 -2.08 -1.47
H2 -1.57 1.06 0.54
H3 1.10 -0.58 1.53
H4 1.39 -2.08 0.68
H5 0.19 -1.79 1.79
H6 0.83 1.49 -1.49
H7 0.73 2.02 0.18
H8 -0.53 2.46 -1.25

HOMO: -8.37 eV
energy relative to the best compared isomer or geometry (same formula, charge and spin): 3.0419 eV
largest force on an atom: 0.080 Eh/bohr
Kohn-Sham gap: 9.4 eV
total energy: -7359.2134 eV
multiplicity: 1
molecular weight: 84.118 g/mol